{"formula": "C4H5NO", "method": "the ωB97M-V functional and the def2-TZVPD basis", "de_lowest_kj_mol": 536.62, "charge": 0, "orbital_gap_ev": [8.224, 8.225], "e_lumo_ha": [0.003, 0.003], "symbols": ["O", "N", "C", "C", "C", "C", "H", "H", "H", "H", "H"], "coordinates": [[-1.831, -0.133, -0.584], [0.170, 0.729, -0.400], [-0.792, 0.362, -1.224], [-0.228, 0.370, 0.935], [-1.460, -0.200, 0.744], [1.571, -0.142, 0.301], [-0.849, 0.462, -2.299], [2.136, 0.643, 0.788], [-2.211, -0.623, 1.394], [1.510, -1.043, 0.908], [1.979, -0.389, -0.683]]}

---

{"formula": "C4H11N2S", "method": "the ωB97M-V functional and the def2-TZVPD basis", "de_lowest_kj_mol": 131.97, "charge": -1, "smiles": "CNC[C@@H](N)C[S-]", "orbital_gap_ev": 6.135, "e_lumo_ha": 0.133, "symbols": ["S", "N", "N", "C", "C", "C", "C", "H", "H", "H", "H", "H", "H", "H", "H", "H", "H", "H"], "coordinates": [[3.305, -1.648, 0.709], [-1.501, 0.336, -0.480], [1.589, 0.409, -0.693], [-0.507, -0.065, 0.491], [0.792, -0.652, -0.146], [1.482, -1.450, 1.046], [-2.310, 1.545, -0.708], [0.970, -2.392, 1.244], [-3.307, 1.187, -0.945], [-2.316, 2.167, 0.186], [1.393, -0.767, 1.895], [-0.956, -0.865, 1.108], [-1.338, -0.059, -1.386], [-1.874, 2.077, -1.569], [-0.310, 0.727, 1.219], [2.131, 0.859, 0.037], [0.374, -1.309, -0.912], [2.383, -0.099, -1.097]]}

---

{"formula": "C3H7N4O3", "method": "the ωB97M-V functional and the def2-TZVPD basis", "de_lowest_kj_mol": 95.18, "charge": 1, "smiles": "N/N=C(\\O)NC(=O)/[NH+]=C/O", "orbital_gap_ev": 8.374, "e_lumo_ha": -0.163, "symbols": ["O", "O", "O", "N", "N", "N", "N", "C", "C", "C", "H", "H", "H", "H", "H", "H", "H"], "coordinates": [[-2.190, 0.911, -1.073], [1.965, 2.783, -0.927], [2.354, -1.430, -0.229], [-0.716, -0.046, 0.377], [-1.643, -1.031, 0.721], [-0.030, 1.713, -1.034], [1.854, 0.796, 0.198], [1.234, 1.890, -0.563], [1.748, -0.337, -0.492], [-0.946, 0.763, -0.576], [2.492, 0.847, 0.916], [3.011, -1.404, 0.510], [-2.577, -0.764, 0.872], [-2.788, 0.236, -0.645], [1.157, -0.307, -1.493], [-1.320, -1.506, 1.505], [-0.330, 2.509, -1.633]]}

---

{"formula": "C40H34BeN3O2P2S", "method": "the ωB97M-V functional and the def2-TZVPD basis", "de_lowest_kj_mol": 0.00, "charge": 1, "orbital_gap_ev": 7.577, "e_lumo_ha": -0.125, "symbols": ["S", "P", "P", "O", "O", "N", "N", "N", "C", "C", "C", "C", "C", "C", "C", "C", "C", "C", "C", "C", "C", "C", "C", "C", "C", "C", "C", "C", "C", "C", "C", "C", "C", "C", "C", "C", "C", "C", "C", "C", "C", "C", "C", "C", "C", "C", "C", "C", "Be", "H", "H", "H", "H", "H", "H", "H", "H", "H", "H", "H", "H", "H", "H", "H", "H", "H", "H", "H", "H", "H", "H", "H", "H", "H", "H", "H", "H", "H", "H", "H", "H", "H", "H"], "coordinates": [[3.203, -1.461, 0.366], [-2.797, -0.059, 0.312], [-0.558, -1.935, 0.005], [4.259, -1.340, -0.593], [2.311, -2.587, 0.273], [2.232, -0.149, 0.327], [-2.230, -1.651, -0.169], [0.556, 1.458, -0.601], [-0.417, 2.215, -1.089], [-2.891, -1.045, 2.971], [3.453, -0.684, 3.014], [4.065, -0.749, 4.255], [-1.079, 0.865, 3.871], [-2.378, -0.103, 2.080], [4.063, 1.569, 0.199], [5.051, -2.271, 2.160], [0.386, -4.278, -1.188], [-5.166, -1.625, 0.312], [1.808, 1.994, -0.477], [3.442, 3.762, -0.665], [-0.500, -2.581, -2.657], [-4.587, -0.358, 0.304], [0.433, -3.150, 3.766], [5.805, -1.661, 5.826], [-0.376, -4.263, 3.936], [5.647, -2.331, 3.407], [-6.545, -1.760, 0.318], [-0.199, 3.540, -1.483], [-1.226, -4.670, 2.918], [-1.263, -3.967, 1.726], [-0.436, -2.860, 1.547], [-0.197, -3.030, -1.373], [5.163, -1.574, 4.474], [-1.593, -0.076, 4.745], [0.639, -5.083, -2.288], [-1.476, 0.851, 2.538], [0.403, -2.450, 2.571], [2.783, 1.111, 0.045], [-5.407, 0.768, 0.306], [3.947, -1.447, 1.969], [-2.502, -1.030, 4.295], [-7.355, -0.633, 0.330], [0.321, -4.643, -3.565], [-0.246, -3.390, -3.753], [-6.785, 0.632, 0.328], [4.375, 2.903, -0.162], [2.109, 3.315, -0.837], [1.052, 4.088, -1.355], [0.656, -0.111, -0.017], [-8.431, -0.741, 0.336], [0.523, -5.276, -4.419], [-0.928, -1.595, -2.813], [5.367, -2.472, 6.410], [3.687, -0.139, 5.067], [2.606, -0.027, 2.858], [6.509, -2.969, 3.554], [4.845, 0.925, 0.573], [5.671, -0.738, 6.389], [-3.596, -1.790, 2.622], [-0.346, -4.815, 4.867], [3.705, 4.775, -0.937], [6.873, -1.859, 5.740], [-1.392, 1.755, -1.146], [-1.026, 4.112, -1.877], [-0.383, 1.616, 4.222], [-2.605, -1.938, -1.067], [1.091, -2.822, 4.561], [-1.091, 1.605, 1.855], [-7.414, 1.512, 0.335], [-6.989, -2.746, 0.320], [1.238, 5.113, -1.651], [-1.939, -4.274, 0.936], [-1.295, -0.067, 5.785], [-0.483, -3.041, -4.748], [5.396, 3.237, -0.034], [-2.901, -1.763, 4.984], [-1.860, -5.537, 3.053], [1.038, -1.582, 2.445], [0.658, -4.612, -0.198], [1.093, -6.054, -2.148], [5.446, -2.848, 1.335], [-4.541, -2.509, 0.320], [-4.966, 1.759, 0.289]]}